Molecular formula: C28H32N5O3PV
Method: DFT, ωB97M-V/def2-TZVPD

Cartesian coordinates (Å):
V -0.93 0.38 0.30
P 0.35 2.43 -0.28
O -0.11 1.80 -1.69
O 0.05 3.98 -0.49
O 1.94 2.35 -0.44
N -1.22 0.03 2.23
N 0.39 -3.21 -0.36
N -2.74 1.30 -0.15
N 0.82 -0.36 0.33
N -2.09 -1.44 0.13
C -2.94 2.58 -0.52
C -0.93 0.90 3.22
C -1.17 0.63 4.55
C 4.13 -0.92 1.28
C -4.72 2.01 -1.97
C -2.02 -1.50 3.87
C -3.91 2.97 -1.42
C 3.95 -0.84 -1.15
C -0.50 -3.01 -1.32
C -3.62 0.39 -0.62
C 6.09 -1.12 -0.09
C 1.52 -3.87 -0.66
C 5.32 -1.01 -1.25
C -1.74 -1.17 2.56
C -1.74 -0.59 4.88
C 1.80 -4.35 -1.92
C 2.80 2.93 0.56
C -3.51 -0.97 0.02
C 3.36 -0.79 0.12
C 0.34 2.28 -3.00
C 5.50 -1.09 1.16
C -0.30 -3.48 -2.62
C 0.87 -4.15 -2.92
C -0.16 4.91 0.59
C -1.89 -2.15 1.43
C 1.95 -0.55 0.24
C -1.84 -2.34 -1.06
C -4.59 0.69 -1.54
H 0.96 3.15 -2.90
H -0.99 5.55 0.32
H -0.55 2.52 -3.58
H -0.97 -2.70 1.34
H -0.91 1.35 5.31
H 2.63 4.00 0.65
H 5.79 -1.04 -2.22
H -5.47 2.27 -2.72
H -0.50 1.84 2.91
H 3.82 2.76 0.23
H -2.08 -1.73 -1.93
H -4.01 4.02 -1.68
H 6.11 -1.19 2.05
H 7.16 -1.25 -0.18
H 0.89 1.48 -3.48
H -1.95 -0.84 5.91
H -3.92 -0.88 1.02
H 3.33 -0.75 -2.03
H -2.46 -2.46 4.10
H 2.21 -4.02 0.16
H -2.71 -2.86 1.62
H -2.30 3.32 -0.06
H 2.73 -4.88 -2.11
H -4.12 -1.70 -0.52
H 0.72 5.52 0.73
H -2.58 -3.15 -1.02
H 2.65 2.44 1.53
H -0.40 4.39 1.53
H 1.04 -4.53 -3.92
H 3.65 -0.90 2.25
H -5.26 -0.08 -1.91
H -1.06 -3.32 -3.38

The calculation puts the frontier orbital gap (spin up / spin down) at 8.2 / 9.1 eV. Its total charge is +2. The spin multiplicity is 4. The calculation puts the LUMO energy (spin up / spin down) at -5.1 / -5.3 eV. Its energy relative to the best compared isomer or geometry (same formula, charge and spin) is 23.1 kcal per mole.

Molecular formula: C28H32N6O
Method: DFT, ωB97M-V/def2-TZVPD

Cartesian coordinates (Å):
O 4.90 -1.41 0.42
N -2.24 0.72 -0.63
N 1.42 3.25 -0.35
N 3.89 0.61 0.34
N 1.93 2.18 -0.95
N 1.84 0.15 -1.98
N -1.12 0.18 -1.13
C -1.75 -2.56 1.09
C 3.21 0.30 -2.42
C -4.29 -0.09 0.43
C -4.79 -1.65 -1.81
C -0.73 2.28 -0.36
C 3.71 0.69 1.78
C 2.16 -2.21 -1.50
C -2.07 1.98 -0.16
C -1.50 -1.78 2.38
C -0.15 -1.12 2.35
C 2.37 0.08 2.11
C -0.18 1.11 -0.97
C 4.34 -0.53 -0.22
C -5.42 -0.88 0.37
C -3.66 -0.85 -1.77
C -0.02 0.26 2.29
C -3.18 2.83 0.36
C -0.30 4.62 0.59
C -3.41 -0.06 -0.65
C 2.25 -1.30 2.21
C -5.67 -1.66 -0.75
C 1.22 0.86 2.17
C 4.15 -0.70 -1.73
C 3.61 -2.11 -1.97
C 1.21 1.13 -1.30
C 1.01 -1.89 2.33
C 1.30 -1.17 -2.21
C 0.16 3.35 -0.07
H -4.97 -2.26 -2.68
H -0.83 4.40 1.52
H 3.35 1.29 -0.20
H -1.60 -1.93 0.23
H 0.58 5.23 0.81
H -2.28 -1.02 2.51
H 1.30 -1.36 -3.29
H 0.93 -2.96 2.40
H -6.55 -2.28 -0.79
H 5.14 -0.61 -2.18
H -2.95 -0.84 -2.59
H 0.27 -1.20 -1.84
H 2.12 -2.04 -0.42
H -3.22 2.79 1.45
H -0.91 0.88 2.33
H -2.77 -2.95 1.07
H -4.08 0.49 1.31
H 4.52 0.13 2.26
H 3.24 0.10 -3.50
H -1.55 -2.46 3.24
H 4.23 -2.82 -1.43
H 3.67 -2.35 -3.04
H 3.52 1.34 -2.26
H -4.13 2.51 -0.04
H 1.30 1.94 2.11
H -0.96 5.18 -0.07
H -3.00 3.86 0.07
H -1.07 -3.40 1.02
H -6.10 -0.90 1.21
H 1.76 -3.21 -1.71
H 3.14 -1.91 2.17
H 3.75 1.74 2.08

As for the SMILES: CCc1ccc(CNC(=O)[C@H]2CCCN(c3nnc(C)c4c(C)n(-c5ccccc5)nc34)C2)cc1. The calculation puts the frontier orbital gap at 7.9 eV. The spin multiplicity is 1. The calculation puts the LUMO energy at 0.1 eV.

Molecular formula: C28H32N6O3RuS2
Method: DFT, ωB97M-V/def2-TZVPD

Cartesian coordinates (Å):
Ru 0.22 -0.36 0.43
S -1.73 1.04 -2.38
S 2.83 -0.79 2.08
O 3.19 -0.82 3.46
O -1.17 1.39 -1.04
O 1.92 -1.84 1.61
N 1.42 1.43 3.70
N -0.04 1.37 1.85
N 7.19 -0.22 -1.84
N 2.28 1.21 -1.33
N 2.07 0.60 1.62
N -0.86 -1.61 1.58
C 4.13 -1.38 -0.23
C -0.46 -1.66 -1.02
C 5.13 -1.24 -1.16
C -0.85 -2.53 -3.24
C -0.24 -1.61 -2.38
C -3.57 0.00 0.37
C -1.32 -2.66 -0.48
C 4.21 -0.71 0.98
C -3.51 0.62 -2.08
C 6.23 -0.40 -0.90
C -2.15 4.45 -1.58
C -2.84 3.70 -2.71
C -1.45 -2.69 0.94
C -1.94 2.63 -3.31
C 0.45 1.95 4.45
C 5.28 0.13 1.26
C -2.02 -3.73 1.70
C -1.30 -2.62 3.69
C -0.77 -1.63 2.91
C -0.81 2.24 3.93
C -1.01 1.93 2.60
C -1.72 -3.48 -2.72
C 1.16 1.14 2.44
C -3.99 1.01 -0.69
C 1.47 0.62 -0.74
C -1.96 -3.56 -1.37
C -1.95 -3.71 3.06
C 6.28 0.28 0.33
H -4.08 1.10 -2.87
H -3.57 -0.46 -2.23
H -3.77 3.26 -2.36
H -2.30 2.30 -4.28
H -0.63 -2.50 -4.30
H -1.57 2.69 4.53
H -1.28 4.97 -1.96
H -0.26 -0.79 3.39
H -3.94 -0.99 0.13
H 0.44 -0.88 -2.81
H -2.48 -0.04 0.43
H 0.72 2.16 5.47
H 7.22 -0.84 -2.63
H 3.04 1.79 -1.60
H -1.21 -2.57 4.76
H -3.97 0.29 1.34
H -2.82 5.18 -1.14
H -1.83 3.76 -0.80
H 8.04 0.26 -1.59
H 7.13 0.92 0.52
H -0.93 3.02 -3.43
H -2.37 -4.50 3.66
H -2.63 -4.30 -0.98
H -2.46 -4.57 1.19
H -1.95 2.11 2.09
H -3.11 4.40 -3.51
H -2.22 -4.17 -3.40
H 3.27 -2.02 -0.40
H 5.07 -1.77 -2.10
H 5.32 0.64 2.21
H -5.08 1.10 -0.71
H -3.59 1.98 -0.43

The calculation puts the frontier orbital gap (spin up / spin down) at 6.5 / 6.7 eV. Its total charge is +1. The spin multiplicity is 2. The calculation puts the LUMO energy (spin up / spin down) at -4.0 / -3.8 eV. Its energy relative to the best compared isomer or geometry (same formula, charge and spin) is 53.4 kcal per mole.

Molecular formula: C28H32NO4
Method: DFT, ωB97M-V/def2-TZVPD

Cartesian coordinates (Å):
O -3.76 0.99 1.58
O -2.98 -0.34 -0.06
O 0.97 -4.19 3.05
O 0.21 -3.89 0.95
N -1.47 -1.11 4.29
C 4.83 -1.31 0.48
C -4.11 0.18 -0.81
C 0.87 -5.15 0.68
C 0.23 4.03 -1.48
C 0.74 -5.43 -0.79
C -4.08 -0.40 -2.19
C -1.15 -1.57 1.63
C 3.21 0.44 -0.01
C 4.53 0.03 0.22
C 2.48 -1.82 0.29
C -2.17 -0.32 3.42
C -1.21 5.79 -2.32
C -0.36 -2.28 2.57
C -1.99 -0.52 2.08
C -2.99 0.12 1.18
C 0.35 -3.53 2.23
C 3.79 -2.22 0.60
C -1.47 7.23 -2.69
C 2.17 -0.50 0.00
C 0.05 5.35 -1.88
C -0.54 -2.03 3.91
C -0.85 3.10 -1.51
C -2.26 4.86 -2.43
C 0.40 1.29 -0.38
C 0.70 -0.15 -0.16
C -2.07 3.54 -2.06
C 6.23 -1.79 0.69
C -0.65 1.74 -1.09
H 1.67 -2.54 0.26
H 0.18 -0.55 0.69
H -2.88 2.84 -2.13
H -1.43 1.02 -1.41
H 0.99 1.97 0.25
H -3.14 -0.17 -2.71
H -0.32 -5.50 -1.07
H -4.91 0.01 -2.79
H -4.19 -1.49 -2.15
H 1.19 3.72 -1.11
H 3.00 1.50 -0.17
H -1.34 -2.03 0.65
H 5.35 0.74 0.15
H -2.92 0.35 3.80
H -1.81 7.31 -3.74
H 1.20 -4.63 -1.40
H -4.01 1.28 -0.83
H -2.27 7.66 -2.07
H -1.62 -0.96 5.29
H 0.40 -5.93 1.28
H -0.57 7.83 -2.55
H 1.24 -6.37 -1.05
H 6.93 -0.95 0.68
H -0.06 -2.63 4.67
H 1.93 -5.04 0.97
H 3.95 -3.26 0.90
H -3.23 5.20 -2.80
H 0.32 -0.69 -1.00
H -5.04 -0.08 -0.28
H 6.55 -2.49 -0.09
H 0.87 6.07 -1.85
H 6.33 -2.33 1.64

The calculation puts the frontier orbital gap at 5.4 eV. Its total charge is +1. The spin multiplicity is 1. The calculation puts the LUMO energy at -4.8 eV. Its energy relative to the best compared isomer or geometry (same formula, charge and spin) is 0.0 kcal per mole.

Molecular formula: C28H33AsBaF6N5O7P3S
Method: DFT, ωB97M-V/def2-TZVPD

Cartesian coordinates (Å):
Ba -1.51 0.60 -0.40
As -1.87 -1.33 -3.37
S 1.95 1.41 -0.72
P -2.69 3.26 -0.20
P -3.14 -2.61 1.31
P -0.68 2.29 2.26
F -2.77 -1.79 -0.11
F -1.79 -3.45 1.12
F -4.45 -1.66 1.42
F -3.96 -3.67 0.44
F -3.47 -3.33 2.68
F -2.28 -1.44 2.08
O -0.45 0.83 1.94
O -0.89 2.44 3.84
O 0.22 3.31 1.69
O -0.57 -0.71 -2.51
O -3.21 4.73 0.08
O -3.75 2.31 -0.69
O -1.41 3.26 -0.98
N -3.22 1.21 1.74
N 1.10 -1.76 1.45
N 1.97 -1.13 -0.93
N 2.46 1.32 -3.35
N 2.34 -0.67 -2.17
C -5.70 -0.12 -2.14
C -1.18 -3.76 -2.10
C 0.58 -2.06 2.63
C 2.26 0.65 -2.23
C -2.47 -5.78 -2.09
C -4.52 -0.84 -2.25
C 1.76 -4.05 1.20
C -0.36 -0.43 -5.60
C -1.34 -5.07 -1.70
C -3.44 -5.17 -2.88
C -2.47 2.59 1.66
C -2.27 -1.78 -6.19
C -3.51 -0.37 -3.09
C -2.15 -3.15 -2.88
C -1.95 -1.64 -7.53
C -3.29 -3.85 -3.27
C -3.21 3.55 2.59
C 2.96 -3.34 -1.41
C -0.84 -0.90 -7.91
C 0.63 -3.34 3.17
C -0.05 -0.29 -6.95
C -1.47 -1.18 -5.23
C -4.87 1.52 -3.70
C -3.69 0.81 -3.82
C -5.88 1.05 -2.86
C 1.23 -4.35 2.44
C 1.68 -2.74 0.75
C 2.20 -2.34 -0.58
H 0.19 -3.54 4.14
H -3.25 3.15 3.60
H 2.33 -1.26 -2.99
H -4.33 -5.72 -3.16
H 2.28 -4.09 -1.82
H 2.61 0.86 -4.23
H -6.49 -0.49 -1.50
H 1.27 -5.36 2.82
H -0.60 -0.79 -8.96
H -4.06 -3.37 -3.86
H -0.24 3.04 4.23
H 2.23 -4.82 0.60
H -0.34 -3.17 -1.76
H 2.37 2.33 -3.36
H -2.48 0.52 1.95
H 0.23 0.05 -4.83
H -5.01 2.43 -4.26
H -2.68 4.50 2.63
H 0.80 0.30 -7.26
H -2.57 -2.12 -8.29
H 3.51 -2.88 -2.23
H -0.61 -5.54 -1.05
H -4.40 -1.76 -1.69
H 0.10 -1.25 3.15
H -2.68 5.39 -0.39
H -2.91 1.17 -4.48
H -4.22 3.76 2.23
H -6.80 1.60 -2.77
H -2.61 -6.80 -1.77
H -3.75 1.14 0.85
H 3.68 -3.85 -0.78
H -3.90 1.18 2.51
H -3.14 -2.36 -5.90

The calculation puts the frontier orbital gap (spin up / spin down) at 8.9 / 6.2 eV. Its total charge is +1. The spin multiplicity is 2. The calculation puts the LUMO energy (spin up / spin down) at -2.9 / -5.6 eV. Its energy relative to the best compared isomer or geometry (same formula, charge and spin) is 54.7 kcal per mole.

Molecular formula: C28H33AsCdN2O2STe
Method: DFT, ωB97M-V/def2-TZVPD

Cartesian coordinates (Å):
Te -0.26 1.92 3.37
Cd 0.64 1.94 0.60
As -2.08 1.20 -2.23
S 2.53 -1.21 -0.05
O 0.94 4.24 0.24
O -1.34 1.50 -0.81
N 1.45 -0.07 -0.30
N 1.01 4.79 -0.96
C -1.46 -0.45 -2.96
C -1.13 0.08 2.66
C 2.25 5.15 -2.92
C -3.98 1.08 -2.09
C 1.90 -2.55 0.92
C 2.30 -2.65 2.23
C -0.41 0.86 5.29
C -1.52 -0.14 5.11
C 2.15 4.62 -1.66
C -1.87 -0.52 3.81
C -0.02 5.53 -1.42
C -2.88 -1.46 3.62
C 3.15 -3.26 -4.08
C -2.18 -0.72 6.19
C 1.70 -3.61 3.05
C 3.28 -3.36 -1.69
C -1.70 2.58 -3.50
C 3.42 -3.96 -2.91
C 0.33 -4.32 1.19
C 0.05 6.06 -2.69
C 0.72 -4.42 2.51
C 0.95 -3.40 0.37
C -3.54 -2.02 4.70
C -3.19 -1.65 5.99
C 1.19 5.85 -3.48
C 2.50 -1.35 -2.78
C 2.78 -2.06 -1.62
C 2.69 -1.96 -4.01
H -0.62 2.72 -3.57
H -1.87 -0.63 -3.96
H 3.15 5.01 -3.48
H 3.51 -3.91 -0.78
H -4.21 0.26 -1.40
H -0.45 -4.97 0.80
H 2.92 4.08 -1.14
H 0.66 -3.30 -0.68
H -0.61 1.55 6.11
H 3.76 -4.98 -2.95
H 3.04 -1.97 2.65
H 0.54 0.37 5.47
H -4.33 -2.74 4.52
H -4.38 2.00 -1.69
H 3.25 -3.75 -5.05
H -1.78 0.31 1.81
H -3.74 -2.05 6.84
H -3.16 -1.75 2.62
H -0.32 -0.56 2.30
H -0.77 6.65 -3.05
H -1.92 -0.43 7.19
H -2.20 3.50 -3.18
H 1.96 -3.68 4.09
H 2.13 -0.34 -2.70
H -4.42 0.87 -3.06
H 1.25 6.28 -4.46
H -1.75 -1.26 -2.30
H -0.82 5.64 -0.72
H 0.61 -0.50 -0.72
H -0.37 -0.39 -3.02
H 2.45 -1.41 -4.92
H -2.09 2.26 -4.46
H 0.23 -5.14 3.17

The calculation puts the frontier orbital gap (spin up / spin down) at 5.1 / 7.0 eV. Its total charge is +1. The spin multiplicity is 2. The calculation puts the LUMO energy (spin up / spin down) at -2.4 / -2.7 eV. Its energy relative to the best compared isomer or geometry (same formula, charge and spin) is 5.8 kcal per mole.